Below is the molecule C6H9N at a distorted geometry, with properties calculated with wB97M-V/def2-TZVPD.

2S+1: 1
SMILES: C#CC[C@]1(C)CN1
HOMO energy (eV): -9.08
Electronic energy (eV): -7853.6511
Max |F| (eV Å⁻¹): 1.653
ΔE to the lowest compared entry with this formula, charge and spin (kcal/mol): 104.0
Frontier orbital gap (eV): 10.068

CARTESIAN COORDINATES (ANGSTROEM)
C -0.852 -1.257 -0.689
C 0.005 -0.006 -0.533
C -0.528 1.013 0.476
C 0.176 0.359 1.557
C 0.579 -0.500 2.318
C 1.513 -0.068 -0.425
N 0.849 0.407 -1.631
H -1.494 -1.442 0.181
H -0.229 -2.146 -0.826
H -1.508 -1.160 -1.566
H -1.599 0.962 0.716
H -0.244 2.046 0.253
H 0.371 -0.669 3.338
H 2.117 0.703 0.069
H 1.943 -1.061 -0.312
H 0.852 -0.338 -2.316